Entry 1:
Computed, not measured: a cluster of 2 separate species, C5H13NO2 in total at a distorted geometry, with ωB97M-V/def2-TZVPD.

ORCA input file:
```
! RIJCOSX wB97M-V def2-TZVPD def2/J DEFGRID3
* xyz 0 1
C 0.379 0.244 1.372
N 0.008 0.768 0.157
C -1.109 0.085 -0.493
C -0.851 -1.291 -1.047
C 0.945 1.652 -0.506
C 2.103 0.841 -1.113
O 1.189 0.798 2.086
H -0.104 -0.687 1.645
H -1.899 0.197 0.260
H -1.633 0.681 -1.250
H 0.095 -1.387 -1.580
H -0.648 -2.043 -0.261
H -1.643 -1.799 -1.594
H 1.443 2.328 0.181
H 0.422 2.205 -1.285
H 1.798 0.093 -1.823
H 2.648 0.384 -0.280
H 2.932 1.410 -1.518
H -1.844 -1.528 1.556
H -1.892 -1.627 3.142
O -2.339 -1.324 2.351
*
```

Computed properties:
highest occupied orbital energy = -0.342 Eh
orbital gap = 10.1 eV
structure (SMILES) = CCN(C=O)CC.O

Entry 2:
Computed, not measured: the molecule C5H8O, with ωB97M-V/def2-TZVPD.

ORCA input file:
```
! RIJCOSX wB97M-V def2-TZVPD def2/J DEFGRID3
* xyz 0 1
C 0.322 -0.749 1.406
C 0.153 -0.205 0.000
C 0.805 1.156 -0.245
C -1.713 0.428 -1.425
C -1.113 -0.654 -0.735
O 0.220 -1.163 -1.012
H -0.129 -0.091 2.156
H 1.394 -0.820 1.630
H -0.108 -1.749 1.510
H 1.721 1.227 0.363
H 1.062 1.251 -1.305
H 0.118 1.970 0.041
H -1.002 0.758 -2.205
H -1.730 -1.358 -0.178
*
```

Computed properties:
highest occupied orbital energy = -0.327 Eh
orbital gap = 8.6 eV

Entry 3:
Computed, not measured: a cluster of 2 separate species, CHClFNO2 in total at a distorted geometry, with ωB97M-V/def2-TZVPD.

ORCA input file:
```
! RIJCOSX wB97M-V def2-TZVPD def2/J DEFGRID3
* xyz 0 1
C 0.376 0.484 -0.007
N 1.622 -0.088 -0.029
O 1.651 -1.316 0.008
O 2.670 0.620 -0.118
F 0.240 1.790 -0.019
Cl 4.980 -0.022 -0.033
H -0.500 -0.139 0.031
*
```

Computed properties:
highest occupied orbital energy (spin up / spin down) = -0.388 / -0.403 Eh
orbital gap (spin up / spin down) = 8.2 / 8.1 eV

What did we get for energy above the lowest of the compared OMol25 structures with the same formula, charge and spin? Answer: 36.5, 110.8, 76.3 kcal per mole, in the order shown.